# C20H24N4O6S

One molecule with the formula C20H24N4O6S in a non-equilibrium geometry (ωB97M-V/def2-TZVPD, OMol25).

Values from the calculation:
Kohn-Sham gap (hartree): 0.3257
Structure (SMILES): CCOC(=O)c1c(NC(=O)CN2CCN(C(=O)c3ccco3)CC2)sc(C(N)=O)c1C
Lowest unoccupied orbital energy (Eh): 0.0163
M (g mol⁻¹): 448.501
DFT total energy (Eh): -1845.2389
Energy above the lowest of the compared OMol25 structures with the same formula, charge and spin (kJ/mol): 0.0

Geometry as ORCA input:
```
! wB97M-V def2-TZVPD RIJCOSX def2/J DEFGRID3
* xyz 0 1
C 0.844 4.483 -0.976
C 0.984 3.081 -0.418
O -0.327 2.529 -0.261
C -0.391 1.279 0.163
O 0.609 0.634 0.460
C -1.738 0.714 0.213
C -1.897 -0.654 0.379
N -0.871 -1.543 0.531
C -1.052 -2.885 0.392
O -2.168 -3.357 0.304
C 0.217 -3.733 0.333
N 1.443 -3.124 -0.123
C 1.345 -2.441 -1.402
C 2.741 -2.090 -1.921
N 3.437 -1.321 -0.910
C 3.403 0.033 -0.998
O 3.037 0.599 -2.020
C 3.892 0.862 0.120
C 4.268 2.180 0.022
C 4.583 2.605 1.329
C 4.367 1.525 2.131
O 3.955 0.472 1.414
C 3.604 -2.104 0.290
C 2.220 -2.406 0.873
S -3.524 -1.163 0.297
C -4.046 0.500 0.079
C -5.480 0.808 -0.046
N -6.300 -0.272 -0.063
O -5.928 1.937 -0.125
C -2.992 1.378 0.044
C -3.117 2.848 -0.142
H 0.255 5.101 -0.302
H 0.350 4.454 -1.943
H 1.829 4.924 -1.095
H 1.560 2.436 -1.092
H 1.483 3.087 0.558
H 0.039 -1.080 0.598
H -0.020 -4.576 -0.328
H 0.384 -4.147 1.333
H 0.773 -1.501 -1.353
H 0.844 -3.111 -2.105
H 3.316 -2.996 -2.126
H 2.665 -1.484 -2.825
H 4.315 2.751 -0.882
H 4.918 3.576 1.630
H 4.466 1.387 3.189
H 4.094 -3.042 0.008
H 4.220 -1.586 1.019
H 1.784 -1.445 1.187
H 2.319 -3.046 1.753
H -5.965 -1.216 -0.007
H -7.289 -0.108 -0.144
H -2.596 3.371 0.657
H -4.164 3.133 -0.148
H -2.655 3.141 -1.083
*
```